(1)
Here is a molecular structure, C32H35Br2N8O2Se2SiTe2Ti from OMol25. Energies are from ωB97M-V/def2-TZVPD.

## Properties
- max |F| (Eh/bohr) = 0.0216
- charge = -1
- Kohn-Sham gap (eV) = 6.015
- spin multiplicity = 1
- E_HOMO (Ha) = -0.1576

Last column: Löwdin charge in e.
CARTESIAN COORDINATES (ANGSTROEM)
Ti1 0.269 -0.544 -0.709  0.38
Se1 -0.030 -3.052 -0.876  -0.12
Te1 0.784 -5.129 0.220  0.12
Te2 3.176 -3.442 -3.372  0.10
Se2 2.067 -2.033 -1.650  -0.18
C1 -0.205 -2.230 -4.394  -0.09
C2 -1.428 -1.521 -3.918  -0.30
C3 -2.560 -1.439 -4.765  0.00
C4 -3.710 -0.852 -4.335  -0.03
C5 -3.770 -0.333 -3.026  -0.18
C6 -4.905 0.269 -2.435  -0.62
Br1 -6.521 0.443 -3.427  0.74
C7 -4.877 0.729 -1.153  -0.17
C8 -3.703 0.614 -0.393  -0.59
Br2 -3.688 1.242 1.384  0.81
C9 -2.559 0.049 -0.911  -0.38
O1 -1.448 -0.078 -0.226  -0.27
C10 -2.594 -0.436 -2.253  -0.13
N1 -1.446 -1.007 -2.705  0.11
H1 -0.236 -2.391 -5.471  0.08
H2 -0.123 -3.201 -3.902  0.05
H3 0.702 -1.690 -4.140  -0.01
H4 -2.491 -1.854 -5.762  0.11
H5 -4.578 -0.786 -4.978  0.08
H6 -5.754 1.177 -0.709  0.09
C11 -3.504 -2.933 4.299  -0.05
N2 -2.580 -3.464 3.318  -0.20
C12 -1.630 -4.475 3.743  -0.05
C13 -2.579 -2.977 2.087  -0.29
N3 -2.665 -2.554 1.013  0.19
H7 -4.147 -3.730 4.685  0.08
H8 -4.124 -2.167 3.840  0.09
H9 -2.960 -2.483 5.133  0.07
H10 -2.163 -5.348 4.130  0.09
H11 -0.980 -4.082 4.530  0.08
H12 -1.012 -4.778 2.901  0.03
C14 0.622 4.717 -2.538  -0.05
N4 0.366 3.458 -1.859  -0.11
C15 -0.487 3.539 -0.686  -0.02
C16 0.634 2.245 -2.402  -0.48
O2 -0.044 1.249 -2.075  -0.07
N5 1.623 2.169 -3.339  -0.12
C17 2.889 2.873 -3.182  -0.05
C18 1.710 0.945 -4.118  -0.04
H13 -0.307 5.293 -2.566  0.09
H14 0.940 4.533 -3.560  0.09
H15 1.379 5.306 -2.018  0.07
H16 -1.445 4.004 -0.940  0.10
H17 0.003 4.143 0.079  0.09
H18 -0.683 2.542 -0.303  0.06
H19 2.857 3.561 -2.343  0.06
H20 3.140 3.431 -4.087  0.09
H21 3.683 2.147 -2.990  0.10
H22 0.711 0.606 -4.378  0.09
H23 2.223 0.146 -3.577  0.05
H24 2.265 1.158 -5.032  0.10
C19 5.517 -0.521 2.622  -0.10
C20 5.120 -1.655 1.925  -0.09
C21 3.776 -1.873 1.661  -0.12
C22 2.802 -0.961 2.081  -0.32
C23 3.219 0.166 2.788  -0.12
C24 4.564 0.388 3.056  -0.10
Si1 0.989 -1.296 1.676  0.63
C25 0.000 -0.307 2.947  -0.31
C26 -0.330 -0.869 4.182  -0.11
C27 -0.940 -0.118 5.177  -0.10
C28 -1.231 1.222 4.956  -0.10
C29 -0.908 1.802 3.737  -0.11
C30 -0.303 1.040 2.746  -0.14
H25 6.567 -0.345 2.823  0.09
H26 5.858 -2.371 1.584  0.10
H27 3.479 -2.764 1.118  0.08
H28 2.486 0.887 3.134  0.10
H29 4.866 1.279 3.594  0.10
H30 0.817 -2.740 2.006  -0.08
H31 -0.086 -1.910 4.373  0.09
H32 -1.177 -0.572 6.132  0.09
H33 -1.702 1.813 5.732  0.10
H34 -1.131 2.846 3.554  0.10
H35 -0.066 1.509 1.797  0.08
N6 3.009 4.959 0.078  0.10
C31 3.117 3.820 0.260  -0.40
N7 3.324 2.538 0.500  0.11
C32 2.486 1.658 0.114  -0.30
N8 1.776 0.788 -0.213  0.05

(2)
Here is a molecular structure, C32H35BrN8Ru from OMol25. Energies are from ωB97M-V/def2-TZVPD.

## Properties
- max |F| (Eh/bohr) = 0.0125
- charge = +1
- energy relative to the best compared isomer or geometry (same formula, charge and spin) (kcal/mol) = 1.37
- Kohn-Sham gap (spin up / spin down) (eV) = 8.185 / 5.693
- spin multiplicity = 6
- E_HOMO (spin up / spin down) (Ha) = -0.3735 / -0.3749

Last column: Mulliken spin population.
CARTESIAN COORDINATES (ANGSTROEM)
Ru1 -0.305 0.607 0.344  3.61
C1 0.225 -0.820 3.684  0.01
N1 -0.757 -0.982 2.613  0.08
C2 -2.068 -0.482 3.076  0.06
C3 -0.848 -2.247 2.042  0.10
C4 -0.316 -3.389 2.635  -0.10
C5 -0.642 -4.648 2.155  0.19
C6 -1.558 -4.788 1.104  -0.06
C7 -2.019 -3.678 0.445  0.14
C8 -1.545 -2.378 0.786  0.04
N2 -1.648 -1.274 0.016  0.46
C9 -2.156 -1.259 -1.288  -0.09
C10 -2.074 -2.305 -2.222  0.10
C11 -2.494 -2.129 -3.530  -0.03
C12 -3.008 -0.908 -3.938  0.08
C13 -3.056 0.152 -3.042  -0.04
C14 -2.609 0.000 -1.736  0.03
N3 -2.541 1.082 -0.809  0.01
C15 -3.592 1.012 0.219  0.05
C16 -2.566 2.414 -1.419  0.00
H1 -0.087 -1.346 4.594  0.01
H2 1.200 -1.185 3.373  0.00
H3 0.309 0.242 3.904  0.00
H4 -2.351 -0.998 4.000  0.00
H5 -1.993 0.585 3.263  0.00
H6 -2.827 -0.662 2.325  -0.01
H7 0.286 -3.304 3.528  0.00
H8 -0.253 -5.525 2.655  0.01
H9 -1.912 -5.770 0.820  0.00
H10 -2.745 -3.787 -0.344  0.01
H11 -1.616 -3.242 -1.945  0.00
H12 -2.407 -2.947 -4.233  0.00
H13 -3.359 -0.772 -4.952  0.00
H14 -3.421 1.113 -3.375  0.00
H15 -4.561 1.300 -0.205  0.00
H16 -3.674 0.000 0.602  -0.01
H17 -3.338 1.689 1.035  0.00
H18 -3.563 2.679 -1.790  0.00
H19 -2.285 3.137 -0.655  0.01
H20 -1.853 2.469 -2.237  0.00
C17 1.895 -0.300 -2.202  0.02
N4 0.965 -1.085 -1.398  0.04
C18 1.623 -2.089 -0.571  0.01
C19 2.267 -1.382 0.583  -0.01
N5 1.882 -0.213 1.015  0.03
C20 2.769 0.126 2.038  0.03
C21 2.828 1.269 2.832  0.00
C22 3.822 1.323 3.788  0.00
C23 4.739 0.271 3.958  0.00
C24 4.692 -0.865 3.174  0.00
C25 3.690 -0.908 2.211  -0.01
N6 3.344 -1.859 1.258  0.00
C26 1.414 1.106 -2.365  0.01
N7 0.827 1.794 -1.419  0.04
C27 0.724 3.098 -1.915  0.02
C28 0.251 4.260 -1.308  -0.01
C29 0.292 5.424 -2.047  0.00
C30 0.793 5.449 -3.361  0.00
C31 1.283 4.309 -3.966  0.00
C32 1.245 3.143 -3.207  -0.01
N8 1.670 1.848 -3.469  0.00
H21 2.842 -0.242 -1.661  0.00
H22 2.106 -0.754 -3.175  0.00
H23 0.255 -1.506 -1.983  0.00
H24 0.880 -2.803 -0.207  0.00
H25 2.384 -2.660 -1.118  0.00
H26 2.115 2.072 2.696  0.00
H27 3.902 2.195 4.423  0.00
H28 5.503 0.356 4.719  0.00
H29 5.405 -1.669 3.300  0.00
H30 3.813 -2.732 1.087  0.00
H31 -0.122 4.239 -0.292  0.00
H32 -0.062 6.346 -1.605  0.00
H33 0.807 6.384 -3.905  0.00
H34 1.687 4.329 -4.969  0.00
H35 2.147 1.532 -4.296  0.00
Br1 -0.651 2.532 1.862  0.20

(3)
Here is a molecular structure, C32H35Cl2CrIN4O from OMol25. Energies are from ωB97M-V/def2-TZVPD.

## Properties
- max |F| (Eh/bohr) = 0.0168
- charge = -1
- energy relative to the best compared isomer or geometry (same formula, charge and spin) (kcal/mol) = 7.69
- Kohn-Sham gap (spin up / spin down) (eV) = 6.320 / 6.394
- spin multiplicity = 4
- E_HOMO (spin up / spin down) (Ha) = -0.1484 / -0.1530

Last column: Mulliken spin population.
CARTESIAN COORDINATES (ANGSTROEM)
Cr1 -0.158 0.560 0.253  3.33
C1 -1.151 -1.999 -2.765  0.00
N1 -0.253 -2.390 -1.686  0.01
C2 0.730 -3.364 -2.135  0.00
C3 -0.941 -2.883 -0.520  -0.04
C4 -1.903 -3.876 -0.667  0.00
C5 -2.571 -4.413 0.421  0.00
C6 -2.258 -3.937 1.686  0.00
C7 -1.309 -2.943 1.844  -0.02
C8 -0.620 -2.387 0.757  0.02
N2 0.294 -1.335 0.909  -0.08
C9 1.171 -1.338 1.958  0.05
C10 1.402 -2.382 2.874  0.01
C11 2.240 -2.213 3.966  0.00
C12 2.911 -1.020 4.182  0.01
C13 2.800 -0.019 3.219  -0.01
C14 1.988 -0.187 2.118  0.00
N3 2.014 0.719 0.976  -0.01
C15 2.410 2.094 1.278  0.02
C16 2.998 0.153 0.035  0.02
H1 -1.626 -2.858 -3.266  0.00
H2 -1.923 -1.345 -2.360  0.01
H3 -0.585 -1.447 -3.520  0.00
H4 0.272 -4.325 -2.419  0.00
H5 1.262 -2.981 -3.010  0.00
H6 1.451 -3.554 -1.337  0.00
H7 -2.138 -4.236 -1.663  0.00
H8 -3.320 -5.183 0.283  0.00
H9 -2.776 -4.323 2.557  0.00
H10 -1.124 -2.541 2.828  0.00
H11 0.893 -3.325 2.741  0.00
H12 2.356 -3.031 4.668  0.00
H13 3.523 -0.870 5.061  0.00
H14 3.372 0.893 3.338  0.00
H15 3.445 2.153 1.636  0.00
H16 2.328 2.684 0.365  0.00
H17 1.747 2.526 2.023  0.00
H18 3.972 0.058 0.529  0.00
H19 2.660 -0.832 -0.285  -0.01
H20 3.101 0.804 -0.830  0.00
Cl1 1.063 4.537 -5.564  0.00
C17 0.633 3.896 -3.993  0.01
C18 -0.006 4.706 -3.095  -0.01
C19 -0.353 4.227 -1.827  0.02
I1 -1.293 5.471 -0.439  0.00
C20 -0.077 2.922 -1.419  -0.02
O1 -0.346 2.453 -0.263  -0.05
C21 0.578 2.078 -2.390  0.03
N4 0.834 0.813 -1.976  -0.02
C22 1.485 0.014 -2.785  0.03
C23 1.918 0.402 -4.062  0.00
C24 1.648 1.666 -4.509  0.01
C25 0.957 2.561 -3.667  0.00
H21 -0.241 5.725 -3.372  0.00
H22 1.656 -0.989 -2.420  0.00
H23 2.451 -0.304 -4.686  0.00
H24 1.953 1.989 -5.495  0.00
Cl2 -1.532 0.147 3.291  0.00
C26 -0.741 1.285 2.133  -0.18
H25 0.090 1.708 2.700  0.02
H26 -1.468 2.076 1.963  0.01
C27 -5.164 -0.997 1.025  0.01
C28 -4.713 -0.316 -0.274  -0.01
C29 -4.999 -1.243 -1.462  0.01
C30 -5.474 1.005 -0.449  0.01
C31 -3.268 -0.043 -0.201  0.08
C32 -2.076 0.184 -0.139  -0.23
H27 -6.248 -1.154 1.015  0.00
H28 -4.900 -0.381 1.887  0.00
H29 -4.666 -1.960 1.138  0.00
H30 -6.066 -1.487 -1.509  0.00
H31 -4.431 -2.170 -1.358  0.00
H32 -4.708 -0.765 -2.400  0.00
H33 -6.553 0.825 -0.477  0.00
H34 -5.175 1.499 -1.376  0.00
H35 -5.251 1.678 0.380  0.00

Among the records above, which one has the lowest max |F|? C32H35BrN8Ru

Look up the charge of the second one. +1